*P*
C51H45N4O | ωB97M-V/def2-TZVPD

Computed properties:
- HOMO-LUMO gap: 3.66 eV
- Molecular weight: 729.95 g/mol

```
! wB97M-V def2-TZVPD RIJCOSX def2/J DEFGRID3
* xyz 1 1
C 2.948 3.362 0.646
C 4.612 1.130 0.961
H -1.629 1.439 -0.882
H -1.393 -4.919 -0.323
H -5.795 2.250 2.718
C -4.366 1.399 -0.800
H 0.998 2.090 -2.626
C 4.281 -1.667 -2.393
N 1.536 -2.227 -1.186
C -5.398 1.996 1.733
C 0.185 -5.111 3.585
C -1.274 2.811 0.719
H 0.418 1.335 -4.941
H -7.328 1.460 0.904
C -3.633 6.965 0.248
H 5.255 0.255 1.080
C 3.551 1.348 1.851
H -3.368 2.431 2.307
H 6.299 -4.855 -3.385
C 3.793 -2.949 -2.048
C 0.503 -4.229 2.551
C -2.419 -1.335 -1.413
H 2.069 4.841 -0.625
H 3.723 -0.781 -2.084
C 5.732 -3.965 -3.104
H 5.807 -0.552 -3.412
H 0.532 2.665 -0.461
C -2.064 1.944 -0.017
H 4.178 -5.071 -2.058
C -0.669 -2.320 -0.079
H -6.400 0.959 -1.364
H 0.336 -1.112 -5.461
C -2.751 -5.110 1.368
C -1.252 5.873 1.227
C 0.649 0.596 -4.165
C 4.027 3.165 -0.222
H 4.193 3.895 -1.021
C 2.582 -3.145 -1.264
C 0.611 -0.766 -4.465
N 2.384 -4.163 -0.457
H -2.470 -0.507 -2.124
H -4.402 6.673 2.256
C 0.931 -4.736 1.315
H -2.918 -6.179 1.210
C -3.368 -4.443 2.431
C 0.009 5.234 1.751
H 0.917 -8.068 2.033
C 4.551 -4.096 -2.377
C -5.731 1.274 -0.557
C 5.462 -1.546 -3.123
H -1.661 3.232 1.655
H 1.910 2.654 2.403
H -2.540 -2.292 -1.937
C -6.256 1.550 0.717
C -2.347 6.043 2.084
C 4.856 2.051 -0.068
C -1.316 6.330 -0.091
C 0.636 -2.749 -0.261
H 1.492 0.382 -0.851
H -0.206 4.723 2.707
H -3.956 1.216 -1.799
H -4.572 7.354 -0.147
C -3.544 6.568 1.588
H 2.393 5.414 1.021
C 1.248 0.084 -1.875
N 1.213 -3.887 0.221
C -3.473 1.799 0.231
C -4.030 2.114 1.500
O -1.099 -1.275 -0.820
C 2.045 4.549 0.439
H -4.010 -4.992 3.125
H 7.118 -2.584 -4.043
C -2.348 -2.358 1.733
H 0.380 -3.153 2.670
H 0.928 -2.781 -3.688
C -1.895 -4.418 0.509
H 0.758 6.014 1.954
H 5.699 1.905 -0.748
C -3.172 -3.068 2.602
C 1.161 -6.111 1.155
H -2.175 -1.284 1.842
H -3.657 -2.532 3.420
H -0.021 -7.186 4.179
C 0.802 -6.991 2.182
C 1.235 -1.269 -2.197
H 3.357 0.652 2.666
C 0.292 -6.493 3.388
H -3.184 -1.229 -0.635
C 6.190 -2.690 -3.477
C -2.506 6.879 -0.580
H -2.543 7.241 -1.607
H -0.432 6.242 -0.731
C -0.004 3.241 0.308
H 1.569 -6.480 0.212
C -1.637 -3.051 0.730
C 0.926 -1.709 -3.475
C 0.968 1.027 -2.872
H -2.246 5.745 3.133
C 2.733 2.473 1.704
N 0.648 4.286 0.822
H -0.169 -4.723 4.544
*
```

*Q*
C51H45N4O | ωB97M-V/def2-TZVPD

Computed properties:
- HOMO-LUMO gap: 7.37 eV
- Molecular weight: 729.95 g/mol

```
! wB97M-V def2-TZVPD RIJCOSX def2/J DEFGRID3
* xyz 1 1
H -2.281 -2.869 -2.315
H -0.466 4.018 2.978
H 6.719 -2.782 -4.089
C -1.300 5.532 0.030
H 2.348 1.994 2.465
C 4.456 0.587 0.182
C 4.455 1.610 -0.770
C 0.957 -0.134 -4.540
H -5.458 0.854 -1.558
H 0.891 -0.496 -5.568
H -3.114 -5.164 0.787
C -4.598 1.344 1.701
C -2.667 0.734 0.377
H -2.616 1.155 2.515
H -0.818 -3.726 4.707
H 5.052 -0.313 0.021
H -0.990 0.876 -0.804
H 1.223 1.069 -0.859
H -3.853 -1.982 3.624
C 0.100 -3.170 2.838
H 3.540 -0.412 -2.397
H 3.696 -0.074 2.102
C -2.475 5.942 -0.611
H -5.018 1.578 2.680
C -3.692 5.938 0.082
H 0.774 1.955 -5.089
C 0.529 -1.599 0.047
H -0.102 2.679 -0.436
C 3.696 0.714 1.347
H 2.337 4.741 1.485
C -0.946 -1.073 -0.007
C -2.953 -4.144 1.151
C 1.080 -1.046 -3.487
C -0.312 -4.082 3.810
H -0.019 -2.095 2.964
C 5.839 -2.703 -3.450
C 2.891 2.858 0.575
H -4.284 -4.341 2.845
C 4.051 -1.369 -2.519
H 0.724 -6.980 2.306
H -0.342 5.586 -0.491
C 5.214 -1.461 -3.283
C -3.466 0.752 -0.763
C 2.943 1.867 1.557
C 0.078 2.465 0.643
N 0.923 -2.819 0.536
H -1.935 -0.755 2.636
C -1.355 5.065 1.345
C 1.012 1.710 -2.959
H -4.615 6.239 -0.421
C 4.178 -3.743 -2.016
H 3.678 3.572 -1.302
C 0.905 -5.009 1.470
C 0.908 1.239 -4.273
C -1.159 0.413 0.167
H -3.012 0.557 -1.737
N 1.332 -1.431 -1.089
C -2.441 -1.833 -1.988
C 3.688 2.761 -0.566
C -0.106 -5.454 3.619
C 1.133 -0.555 -2.192
C 3.489 -2.509 -1.906
H -0.450 -6.160 4.377
C 1.942 4.017 0.762
C -4.842 0.947 -0.665
N 0.681 3.512 1.313
C 0.529 -5.918 2.462
C -2.116 -3.295 0.425
H -2.541 -1.220 -2.889
H -0.368 0.981 2.182
C -3.721 5.585 1.439
H 1.139 -2.121 -3.674
H 1.014 2.776 -2.729
C -3.330 -2.389 2.749
H 5.620 -0.560 -3.750
C -3.603 -3.679 2.298
H -3.362 -1.755 -1.379
C -0.138 4.511 2.048
H 5.065 1.519 -1.675
H -1.680 -3.660 -0.506
C 5.332 -3.839 -2.798
H -2.436 6.272 -1.651
C -0.314 1.233 1.104
N 2.015 -3.319 -0.144
C -2.349 -1.616 2.106
C -1.822 -2.008 0.874
C -5.417 1.219 0.579
O -1.213 -1.346 -1.408
H 1.399 -5.343 0.556
C 2.291 -2.441 -1.072
C -2.546 5.180 2.073
H 1.798 4.556 -0.186
H 0.547 5.329 2.321
H 3.778 -4.612 -1.488
C 0.600 -3.656 1.631
H 5.841 -4.801 -2.907
H -4.652 5.632 2.010
H -6.496 1.349 0.677
C -3.225 1.113 1.604
H -2.530 4.937 3.140
C 1.117 0.793 -1.913
*
```

Relative to the most stable structure, the computed energies are *P* 0.000; *Q* 0.385, all in eV.

*P*
CH3Cl2P | ωB97M-V/def2-TZVPD

Computed properties:
- HOMO-LUMO gap: 8.46 eV
- Structure (SMILES): ClC=[PH2]Cl
- Molecular weight: 116.91 g/mol

```
! wB97M-V def2-TZVPD RIJCOSX def2/J DEFGRID3
* xyz 0 1
C -0.762 0.738 -0.224
P 0.116 -0.657 0.282
H 0.085 -0.073 1.631
Cl 2.045 -0.836 -0.281
H -0.533 -1.908 0.139
Cl 0.262 2.180 -0.294
H -1.213 0.556 -1.252
*
```

*Q*
CH3Cl2P | ωB97M-V/def2-TZVPD

Computed properties:
- HOMO-LUMO gap (spin up / spin down): 8.13 / 8.13 eV
- Molecular weight: 116.91 g/mol

```
! wB97M-V def2-TZVPD RIJCOSX def2/J DEFGRID3
* xyz 0 1
H -0.737 1.149 -1.372
Cl -1.132 -1.755 1.749
P 0.641 -0.807 1.520
Cl 0.557 0.682 2.858
H -0.344 -0.524 -1.596
H 0.930 0.836 -1.768
C 0.085 0.419 -1.391
*
```

Relative to the most stable structure, the computed energies are *P* 0.499; *Q* 0.000, all in eV.

*P*
C2H6S | ωB97M-V/def2-TZVPD

Computed properties:
- HOMO-LUMO gap: 4.73 eV
- Molecular weight: 62.14 g/mol

```
! wB97M-V def2-TZVPD RIJCOSX def2/J DEFGRID3
* xyz 0 1
H 1.226 -1.092 -0.638
H 0.096 -1.254 -2.214
S -0.256 1.144 2.180
H -0.203 1.227 -0.730
H 0.261 0.253 0.388
H 0.293 0.392 3.082
H -1.436 -0.070 -0.233
C 0.438 -0.776 -1.305
C -0.418 0.176 -0.528
*
```

*Q*
C2H6S | ωB97M-V/def2-TZVPD

Computed properties:
- HOMO-LUMO gap: 10.53 eV
- Structure (SMILES): C=C.S
- Molecular weight: 62.14 g/mol

```
! wB97M-V def2-TZVPD RIJCOSX def2/J DEFGRID3
* xyz 0 1
H 2.143 0.150 0.298
H -0.372 1.028 -1.297
H 1.678 -0.294 -1.497
C 1.512 0.368 -0.617
H 0.309 1.952 0.260
H -2.023 -2.390 1.076
S -1.713 -1.333 1.678
H -1.933 -0.644 0.536
C 0.399 1.162 -0.436
*
```

*R*
C2H6S | ωB97M-V/def2-TZVPD

Computed properties:
- HOMO-LUMO gap: 10.19 eV
- Structure (SMILES): CCS
- Molecular weight: 62.14 g/mol

```
! wB97M-V def2-TZVPD RIJCOSX def2/J DEFGRID3
* xyz 0 1
H -0.151 -0.885 1.376
H 1.800 -0.449 -0.149
H 0.239 0.820 1.274
S -1.919 0.211 0.250
H -1.769 1.178 -0.645
C -0.151 0.000 0.686
H 0.406 -1.145 -1.129
H 0.796 0.574 -1.168
C 0.749 -0.305 -0.495
*
```

*S*
C2H6S | ωB97M-V/def2-TZVPD

Computed properties:
- HOMO-LUMO gap: 10.61 eV
- Structure (SMILES): C=C.S
- Molecular weight: 62.14 g/mol

```
! wB97M-V def2-TZVPD RIJCOSX def2/J DEFGRID3
* xyz 0 1
H -0.313 2.206 -0.230
C 0.350 1.277 -0.455
H 1.515 1.930 1.081
H -2.184 -3.151 0.244
C 1.343 1.078 0.441
H 2.009 0.056 0.321
H -1.387 -1.522 -0.784
H -0.311 0.409 -0.792
S -1.022 -2.284 0.174
*
```

Relative to the most stable structure, the computed energies are *P* 5.496; *Q* 1.616; *R* 0.000; *S* 2.221, all in eV.

*P*
C3H10N2S2 | ωB97M-V/def2-TZVPD

Computed properties:
- HOMO-LUMO gap: 6.92 eV
- Structure (SMILES): NC[C@@H](N)CSS
- Molecular weight: 138.26 g/mol

```
! wB97M-V def2-TZVPD RIJCOSX def2/J DEFGRID3
* xyz 0 1
H -1.275 -0.447 -1.802
C -1.368 0.066 -0.846
H -1.620 1.167 -1.179
H 0.412 -0.029 2.006
N 2.308 0.526 -0.330
S -2.795 -0.869 -0.023
C 1.025 0.814 -0.861
H 2.403 -0.460 -0.178
H -0.809 1.156 1.671
N -0.193 0.535 1.349
H -1.153 -2.440 2.563
H 1.004 0.294 -1.842
H 0.278 -1.044 0.013
S -2.051 -2.040 1.593
H 0.847 1.879 -1.032
C -0.038 0.095 -0.049
H 3.025 0.797 -1.055
*
```

*Q*
C3H10N2S2 | ωB97M-V/def2-TZVPD

Computed properties:
- HOMO-LUMO gap: 8.16 eV
- Molecular weight: 138.26 g/mol

```
! wB97M-V def2-TZVPD RIJCOSX def2/J DEFGRID3
* xyz 0 1
C -1.112 1.672 1.685
S 0.046 1.165 0.321
N 1.965 -0.840 -1.160
H -1.079 0.161 -1.213
H -1.870 2.325 1.264
C 1.264 0.396 1.422
N -0.740 -0.075 -0.292
S 0.806 -1.699 -0.979
H -0.565 2.196 2.459
H 1.678 1.180 2.049
H 0.778 -0.374 2.012
H 2.032 -0.044 0.788
H -0.625 -2.964 -2.513
H -0.614 -1.243 -2.979
H 0.782 -2.269 -3.374
H -1.572 0.770 2.071
C -0.010 -2.083 -2.657
*
```

*R*
C3H10N2S2 | ωB97M-V/def2-TZVPD

Computed properties:
- HOMO-LUMO gap: 9.20 eV
- Structure (SMILES): NC[C@H](N)CSS
- Molecular weight: 138.26 g/mol

```
! wB97M-V def2-TZVPD RIJCOSX def2/J DEFGRID3
* xyz 0 1
C -0.312 -0.029 0.161
H -2.859 0.801 0.096
C 0.835 -0.944 -0.266
H -1.725 -0.886 -1.104
S 3.405 -0.608 1.428
H 0.856 1.347 1.304
H 1.697 -0.365 -0.606
S 1.609 -1.644 1.237
H -0.406 2.008 0.608
H -3.015 1.103 -1.402
H 0.570 -1.681 -1.010
N 0.269 1.273 0.488
H -0.796 -0.369 1.087
H -0.705 0.352 -1.858
H 4.201 -1.647 1.493
C -1.315 0.126 -0.980
N -2.307 1.162 -0.675
*
```

Relative to the most stable structure, the computed energies are *P* 3.017; *Q* 4.031; *R* 0.000, all in eV.

*P*
CHF3OS2 | ωB97M-V/def2-TZVPD

Computed properties:
- HOMO-LUMO gap (spin up / spin down): 6.57 / 6.57 eV
- Molecular weight: 150.15 g/mol

```
! wB97M-V def2-TZVPD RIJCOSX def2/J DEFGRID3
* xyz 0 1
S 2.281 0.339 0.741
H 3.402 -0.025 -0.007
F -2.127 -0.429 -0.775
O -0.504 1.901 -0.925
S -0.319 1.216 0.329
F -1.460 -1.069 1.175
C -1.068 -0.549 0.014
F -0.206 -1.383 -0.553
*
```

*Q*
CHF3OS2 | ωB97M-V/def2-TZVPD

Computed properties:
- HOMO-LUMO gap (spin up / spin down): 7.06 / 7.04 eV
- Molecular weight: 150.15 g/mol

```
! wB97M-V def2-TZVPD RIJCOSX def2/J DEFGRID3
* xyz 0 1
S -1.673 0.707 3.935
S -1.921 1.874 2.053
H 0.228 -1.735 -0.965
F 1.010 -0.116 -0.673
F 0.710 -0.792 -2.763
F 2.126 -1.863 -1.462
C 0.952 -1.215 -1.473
O -1.433 3.139 1.348
*
```

Relative to the most stable structure, the computed energies are *P* 0.166; *Q* 0.000, all in eV.

*P*
C3H4N3S | ωB97M-V/def2-TZVPD

Computed properties:
- HOMO-LUMO gap (spin up / spin down): 6.14 / 6.19 eV
- Molecular weight: 114.15 g/mol

```
! wB97M-V def2-TZVPD RIJCOSX def2/J DEFGRID3
* xyz 1 1
C 0.407 -0.399 -0.051
N -1.958 0.378 -0.367
H -1.938 1.210 -0.898
N -2.840 -1.706 0.545
C -1.023 -0.539 -0.047
H 0.956 -1.121 0.710
H 0.879 -0.784 -0.931
C -3.262 -0.041 -0.284
H 0.825 0.595 0.004
S -4.620 0.672 -0.009
N -1.633 -1.620 0.494
*
```

*Q*
C3H4N3S | ωB97M-V/def2-TZVPD

Computed properties:
- HOMO-LUMO gap (spin up / spin down): 6.77 / 6.77 eV
- Structure (SMILES): C[N+]1=NC(=S)C=N1
- Molecular weight: 114.15 g/mol

```
! wB97M-V def2-TZVPD RIJCOSX def2/J DEFGRID3
* xyz 1 1
N 0.799 1.296 -0.015
N 0.588 -0.175 0.037
H -0.883 -1.748 0.298
S 4.252 -0.355 -0.012
H -1.004 -0.682 -1.135
C 2.068 1.429 -0.009
H 2.795 2.189 0.163
C 2.659 0.038 0.011
N 1.666 -0.842 0.040
H -1.584 -0.056 0.461
C -0.766 -0.643 0.020
*
```

Relative to the most stable structure, the computed energies are *P* 0.192; *Q* 0.000, all in eV.

*P*
C13H18N | ωB97M-V/def2-TZVPD

Computed properties:
- HOMO-LUMO gap: 9.90 eV
- Structure (SMILES): C=C[C@@H](C)[C@@]1(c2ccccc2)[NH2+][C@@H]1C
- Molecular weight: 188.29 g/mol

```
! wB97M-V def2-TZVPD RIJCOSX def2/J DEFGRID3
* xyz 1 1
H -1.389 -1.693 1.845
C 1.773 0.702 0.204
C -0.697 -2.493 1.709
C -1.363 -0.211 -1.544
H 1.455 1.055 2.279
C 0.409 -0.529 0.203
C 1.076 1.937 -0.349
H -3.005 0.112 -2.840
H -0.705 -0.432 -2.310
C -1.832 0.349 0.801
H 0.726 3.439 -1.658
H -0.443 -3.024 2.607
C -2.656 0.201 -1.839
H 1.626 -2.117 -0.879
C 2.280 0.771 1.594
H 0.108 2.012 0.119
H 2.977 1.650 1.706
C -3.078 0.863 0.391
N 0.745 -1.868 -0.405
H 1.391 -2.097 1.636
H 0.069 -2.379 -0.964
H 2.884 -0.017 2.059
H -3.775 1.392 1.104
H 2.518 0.245 -0.433
C 0.544 -1.763 1.123
H -4.450 1.233 -1.163
H -0.933 -3.175 1.007
H -1.452 0.676 1.815
H 2.382 2.669 -1.798
C -0.938 -0.136 -0.213
C 1.347 2.624 -1.459
C -3.519 0.702 -0.893
*
```

*Q*
C13H18N | ωB97M-V/def2-TZVPD

Computed properties:
- HOMO-LUMO gap (spin up / spin down): 6.84 / 7.93 eV
- Molecular weight: 188.29 g/mol

```
! wB97M-V def2-TZVPD RIJCOSX def2/J DEFGRID3
* xyz 1 1
H -2.209 0.583 2.346
H 1.371 -0.023 -1.351
C -0.627 1.367 0.228
N 1.751 -0.081 -0.321
H 3.186 2.806 0.781
H 2.736 -0.414 -0.330
H 1.870 0.894 1.576
H 0.034 -2.620 1.250
H 0.483 2.987 0.614
H -5.390 -0.964 -0.107
C -4.474 -0.295 -0.068
C -2.583 0.537 1.268
C -1.947 1.015 0.051
C 1.877 1.193 0.562
H -1.138 -1.413 -1.065
H 4.064 1.436 0.096
H -4.198 -0.745 1.916
C 0.732 -1.057 -0.052
H 1.761 -1.967 1.670
C 0.686 -1.746 1.317
C 3.069 1.969 0.125
C -2.594 0.646 -1.140
C -3.837 0.048 -1.286
H -2.150 0.774 -2.143
H 0.201 -1.096 -2.235
H 3.101 2.412 -0.860
C -3.800 -0.133 1.125
H 0.142 -2.534 -1.377
H -0.002 -1.248 1.960
C 0.529 1.981 0.386
C -0.105 -1.491 -1.246
H -4.090 -0.296 -2.202
*
```

*R*
C13H18N | ωB97M-V/def2-TZVPD

Computed properties:
- HOMO-LUMO gap (spin up / spin down): 6.71 / 7.91 eV
- Molecular weight: 188.29 g/mol

```
! wB97M-V def2-TZVPD RIJCOSX def2/J DEFGRID3
* xyz 1 1
C -0.662 -2.075 -1.854
N 1.115 1.042 -0.325
C 1.081 -0.270 1.768
C -1.014 0.121 0.241
H 1.109 -1.009 3.761
H 2.199 -0.297 1.629
C -3.330 -0.601 0.701
H 0.869 2.624 1.005
H 0.860 -2.814 -0.452
C 2.137 0.292 -1.068
C -2.898 0.748 -1.261
H -4.021 -1.009 1.393
H 0.648 1.435 -1.139
C 0.360 0.179 0.590
C -1.962 -0.607 1.016
H 2.801 0.956 -1.583
H 1.627 -0.296 -1.824
H -0.455 -0.267 3.181
C 1.761 2.085 0.471
H -0.862 1.097 -1.658
C 0.293 -2.198 -1.021
H 2.661 -0.324 -0.420
C 0.616 -0.443 3.034
H -1.261 -2.644 -2.522
C -3.813 0.038 -0.381
C -1.498 0.620 -0.956
H 2.594 1.735 1.134
H -1.707 -0.919 1.988
H -4.916 0.112 -0.504
H -1.160 -1.106 -1.827
H 2.053 2.835 -0.227
H -3.236 0.994 -2.215
*
```

Relative to the most stable structure, the computed energies are *P* 0.000; *Q* 2.257; *R* 3.546, all in eV.